(1)
Density functional theory data (wB97M-V/def2-TZVPD) for the molecule C20H22N2O4S at a distorted geometry.

The HOMO energy comes out at -0.2965 Ha. The spin multiplicity is 1. For the largest force on an atom, the calculation gives 1.3 eV Å⁻¹. As for the orbital gap: 8.65 eV. Its LUMO energy is 0.59 eV. For the energy above the lowest of the compared OMol25 structures with the same formula, charge and spin, the calculation gives 2.749 eV.

Geometry (Å):
H (-3.83922, 1.92481, -1.01270)
H (-8.22050, -2.51104, -1.92445)
H (5.87622, -0.26528, -2.57573)
C (-5.96360, -0.58607, -0.19126)
C (6.51011, -0.43128, -1.72920)
H (0.97181, 3.72994, 0.93314)
C (-4.20867, 1.03114, -0.53277)
H (-6.10530, 1.09665, -1.50523)
H (-5.51015, -2.15590, 1.19030)
C (2.81843, 0.06281, -0.23699)
H (8.23963, -1.58987, -2.53126)
H (-7.98264, -0.29714, -0.82408)
H (-6.59669, -2.96265, -1.39323)
N (-1.20847, 0.25645, 1.47841)
C (-0.08786, 1.03995, 1.43502)
C (-5.14272, -1.26235, 0.70624)
C (8.17543, -1.06963, -0.41556)
C (5.13857, 0.73151, 0.15528)
H (-6.80957, -1.65746, -2.55934)
H (1.35296, 2.79532, -0.52117)
C (1.11298, 0.68620, 2.21574)
C (-3.39320, 0.34850, 0.36846)
C (-3.87238, -0.80605, 0.98793)
C (7.74542, -1.12287, -1.70443)
H (4.05275, -0.83154, 1.10837)
O (2.58438, 0.99648, -0.98215)
O (7.29823, -0.40084, 0.34983)
H (2.11920, -1.97174, -0.19811)
S (1.48113, -1.11428, 1.93861)
H (0.93588, 0.76884, 3.28880)
H (9.05445, -1.45138, 0.06435)
C (1.78033, -0.98281, 0.10899)
C (-7.32608, -1.11777, -0.52865)
C (-0.30887, 2.07383, 0.56463)
H (5.45386, 1.15819, 1.11239)
C (6.28506, -0.00774, -0.45196)
C (-7.23393, -2.12755, -1.67505)
H (-0.05547, 3.87266, -0.50774)
H (1.97879, 1.28106, 1.93474)
N (4.00453, -0.14913, 0.35698)
C (-5.47791, 0.56258, -0.80576)
C (-2.06021, 0.81730, 0.66695)
H (0.82819, -0.75261, -0.36211)
C (0.54154, 3.19103, 0.09108)
H (4.80394, 1.52718, -0.51656)
O (-1.56735, 1.93141, 0.08291)
H (-3.23117, -1.32297, 1.68404)
H (-7.76020, -1.60628, 0.34594)
O (2.81838, -1.32962, 2.51634)

***

(2)
Density functional theory data (wB97M-V/def2-TZVPD) for a 3-piece molecular cluster, C20H22N2O5S overall at a distorted geometry.

The HOMO energy comes out at -0.3134 Ha. Its SMILES is O=C1C=CC(=O)c2c(CCSc3nnco3)cccc21.CC(C)=O.CC(C)=O. The spin multiplicity is 1. For the largest force on an atom, the calculation gives 6.2 eV Å⁻¹. As for the orbital gap: 7.54 eV. Its LUMO energy is -0.99 eV. For the energy above the lowest of the compared OMol25 structures with the same formula, charge and spin, the calculation gives 10.633 eV.

Geometry (Å):
H (2.75032, 1.34873, 0.56204)
C (0.07341, 5.31151, 2.31459)
H (0.80289, 2.70841, -0.00569)
H (0.03091, 7.38667, 2.83245)
O (-0.79048, 4.58541, 1.85411)
H (2.68906, -4.07578, -4.66009)
C (2.12230, 0.40234, 0.42278)
C (-4.22801, 1.60499, 0.46009)
H (-1.27352, 3.54814, -0.54580)
C (0.56489, -2.20193, 0.10521)
C (-0.02011, 1.98765, 0.37833)
C (2.87234, -0.94085, 0.40277)
H (1.62580, 4.28761, 1.26944)
N (-4.72989, 1.84671, -0.87368)
H (3.26274, -5.76255, -4.85366)
H (-2.24248, -4.09574, 1.43051)
O (-0.11715, -4.54790, -0.59428)
S (-2.71594, 2.43900, 1.04713)
C (-1.79351, -3.25146, 0.81499)
C (-0.41120, -3.49065, 0.00020)
H (-6.86145, -0.43058, 0.27518)
C (-0.16792, -0.80148, 0.08419)
H (-1.34948, 6.44352, 3.42822)
C (-2.45509, -1.97782, 0.82107)
H (3.99942, -1.00262, 0.53194)
C (3.48755, -4.78313, -4.42608)
H (2.72178, -5.42641, -1.08602)
C (-1.72674, -0.87222, -0.11902)
H (-1.70019, 1.93294, -1.25387)
C (3.64741, -4.89997, -2.93326)
H (-3.41711, -1.77793, 1.39444)
C (1.52525, 5.12748, 1.95917)
O (-5.03862, 0.64177, 1.16039)
C (2.10049, -2.29407, 0.26835)
H (1.61986, -4.71298, -2.27889)
H (0.22923, 6.27048, 4.22050)
H (-0.08156, 2.24181, 1.50818)
O (4.69442, -4.60673, -2.38439)
C (-0.27021, 6.42895, 3.26232)
H (4.41928, -4.41622, -4.86213)
C (2.46309, -5.39288, -2.14638)
C (-6.01803, 0.33886, 0.15295)
C (0.55078, 0.53759, 0.26909)
H (2.60434, -3.32644, 0.28804)
H (1.90560, 6.02773, 1.47192)
O (-2.44166, -0.36368, -1.00437)
C (-1.37455, 2.42302, -0.28561)
H (2.19278, -6.39956, -2.47249)
N (-5.83491, 1.06868, -1.06473)
H (2.10387, 4.91163, 2.85988)

***

(3)
Density functional theory data (wB97M-V/def2-TZVPD) for the molecule C20H22N4O2 at a distorted geometry.

The HOMO energy comes out at -0.2851 Ha. Its SMILES is N#Cc1c2c(c(NCCOCCO)n3c1nc1ccccc13)CCCC2. The spin multiplicity is 1. For the largest force on an atom, the calculation gives 1.1 eV Å⁻¹. As for the orbital gap: 7.72 eV. Its LUMO energy is -0.03 eV. For the energy above the lowest of the compared OMol25 structures with the same formula, charge and spin, the calculation gives 1.438 eV.

Geometry (Å):
C (-1.79002, 1.72427, 0.71352)
C (-4.01807, -0.45102, -1.19341)
C (-5.21819, -0.17271, -0.28942)
C (-0.88327, -2.10110, -0.17494)
N (-0.32726, -1.12176, 0.73909)
H (3.33712, -1.90090, 2.19519)
N (1.41471, 3.09898, -0.13399)
H (-2.26203, 0.76603, 0.86496)
N (4.94452, 2.67854, -1.11272)
C (1.98850, -0.92374, 0.11598)
H (5.42588, -2.56594, 0.18173)
C (0.75333, -0.35290, 0.34700)
C (-0.70779, 4.30794, 0.27302)
H (-1.38972, -2.86767, 0.41742)
C (1.71847, 1.83134, -0.10475)
H (-0.07895, -2.55909, -0.74907)
H (5.33082, -1.21470, 1.30173)
H (-1.45515, -0.61264, -1.65359)
H (-2.17538, -2.22273, -1.91366)
C (-2.56774, 2.86240, 0.79417)
H (5.16140, -0.16990, -0.81277)
H (2.45339, -2.92139, -0.53223)
C (-0.44242, 1.87680, 0.40976)
O (-3.03214, -1.09555, -0.41081)
C (-2.03652, 4.13558, 0.58405)
H (-2.68667, 4.99405, 0.66268)
C (0.09430, 3.17368, 0.17974)
H (1.45892, -2.82951, 0.93470)
C (3.54893, -2.43018, 1.26414)
H (-4.88575, 0.42839, 0.56853)
C (4.04231, 2.04716, -0.79073)
H (-1.06267, -0.58498, 1.17910)
H (-4.31999, -1.10304, -2.02512)
C (4.35712, -0.87102, -0.58892)
C (-1.89641, -1.48534, -1.14618)
H (-5.97458, 0.38590, -0.84346)
C (2.28602, -2.36844, 0.39651)
H (-5.14575, -1.91230, 0.53526)
H (-3.62422, 0.48997, -1.60409)
C (4.76267, -1.79305, 0.57241)
C (2.96524, 1.22879, -0.39869)
C (3.08870, -0.14103, -0.29049)
H (-3.61802, 2.76154, 1.02512)
O (-5.83070, -1.35643, 0.14413)
H (3.76378, -3.46866, 1.51834)
N (0.62373, 1.00662, 0.23458)
H (-0.27888, 5.28079, 0.09833)
H (4.18846, -1.48106, -1.48217)

***

(4)
Density functional theory data (wB97M-V/def2-TZVPD) for the molecule C20H22N4O3 at a distorted geometry.

The HOMO energy comes out at -0.3083 Ha. Its SMILES is COc1cccc(Cc2noc(-c3cccnc3OC3CCNCC3)n2)c1. The spin multiplicity is 1. For the largest force on an atom, the calculation gives 2.3 eV Å⁻¹. As for the orbital gap: 8.44 eV. Its LUMO energy is 0.05 eV. For the energy above the lowest of the compared OMol25 structures with the same formula, charge and spin, the calculation gives 4.719 eV.

Geometry (Å):
C (2.70122, -0.27067, -1.05381)
C (0.42907, 1.32172, 3.18670)
H (-3.76617, -1.53703, -4.53482)
C (0.06844, 1.77391, -2.21959)
H (-2.51495, 1.54252, -0.83462)
O (-4.28570, -0.46049, -0.15892)
O (2.81148, 0.38747, 1.25890)
H (4.12232, -2.95192, -2.53714)
H (0.66823, -1.06490, 1.50700)
C (-1.09209, 2.02537, -3.09571)
H (-1.45755, 3.04376, -2.84573)
H (-0.77298, 2.05073, -4.11901)
H (3.26740, -0.60275, 3.06330)
H (-0.41629, -1.97761, 3.36990)
C (-3.52196, -0.84755, -3.72532)
H (0.16458, 2.15647, 3.81033)
C (4.31071, -2.36684, -0.47862)
H (0.81251, -1.37623, 4.50339)
H (-2.00802, 0.22394, -4.88816)
H (-0.84810, 0.32391, 4.46998)
C (-4.04768, -1.04455, -2.45997)
H (2.45427, 1.99094, 3.14562)
C (0.29711, -1.17376, 3.57197)
C (-2.56104, 0.18587, -3.95068)
C (-4.19752, 0.53047, 0.87336)
C (2.41622, -0.16635, 2.53104)
N (-0.34266, 0.13210, 3.59974)
C (3.17322, -0.47700, 0.22526)
C (-3.71915, -0.20589, -1.38468)
C (-2.80778, 0.82995, -1.63188)
N (0.29439, 2.46051, -1.15628)
C (-2.17926, 1.01754, -2.89505)
C (1.27853, -1.22607, 2.41305)
C (1.92236, 1.04209, 3.37033)
H (2.12786, 0.84747, 4.41746)
H (4.95488, -3.17020, -0.18038)
N (0.97005, 0.73516, -2.44568)
N (3.96186, -1.52685, 0.52211)
H (-4.76085, -1.84837, -2.35395)
C (3.89345, -2.23332, -1.78698)
H (-3.18812, 0.51724, 1.26960)
O (1.35082, 1.75444, -0.49313)
C (3.07997, -1.15412, -2.09663)
H (-4.53124, 1.49999, 0.48909)
H (2.68828, -1.02428, -3.13703)
H (1.76699, -2.20903, 2.37578)
C (1.67968, 0.73749, -1.34821)
H (-4.84381, 0.22020, 1.70772)
H (0.19703, 1.56451, 2.13033)